Formula: C3H7NO2S
Source: the Open Molecules 2025 dataset
Level of theory: ωB97M-V with the def2-TZVPD basis set

Element x y z (Å)
O: 1.998 1.293 0.406
C: 0.902 1.282 -0.052
O: 0.216 2.421 -0.743
C: -0.094 0.270 0.324
C: -0.116 -0.605 -0.949
S: -1.507 -1.778 -0.976
N: -0.117 -0.626 1.455
H: 0.221 3.086 -0.079
H: -0.988 0.851 0.299
H: 0.749 -1.206 -0.879
H: 0.084 0.054 -1.700
H: -0.852 -2.858 -0.376
H: -1.082 -0.874 1.711
H: 0.587 -1.312 1.558

The spin multiplicity is 1. The energy above the lowest of the compared OMol25 structures with the same formula, charge and spin is 53.7 kcal per mole. Its LUMO energy is 0.02129 Eh. As for the SMILES: N[C@H](CS)C(=O)O.